[1]
This record from the Open Molecules 2025 dataset describes the molecule C4H6N2O2 at a distorted geometry. The level of theory is ωB97M-V/def2-TZVPD.

Last column: Löwdin charge in e.
Cartesian coordinates (Å):
C 1.544 0.369 0.186  -0.08
O 0.531 -0.282 -0.531  -0.09
C -0.694 0.205 -0.156  -0.23
C -1.175 1.521 -0.191  -0.14
N -2.431 1.619 -0.045  0.06
O -2.909 0.323 0.057  0.02
C -1.931 -0.542 0.004  -0.30
N -2.186 -1.910 0.029  0.12
H 2.401 -0.111 -0.072  0.06
H 1.318 0.304 1.179  0.07
H 1.538 1.496 -0.120  0.12
H -0.543 2.484 -0.247  0.15
H -1.355 -2.531 0.041  0.11
H -2.893 -2.344 -0.604  0.12

The SMILES is COc1cnoc1N. Its HOMO energy is -8.176 eV. Its orbital gap is 8.96 eV. The total charge is 0. As for the total energy: -415.91006 Ha.

[2]
This record from the Open Molecules 2025 dataset describes a structure of composition CH3I2NS2 at a distorted geometry. The level of theory is ωB97M-V/def2-TZVPD.

Last column: Löwdin charge in e.
Cartesian coordinates (Å):
C -1.144 0.334 -0.473  -0.27
N 0.191 0.653 -0.309  -0.70
S 0.335 0.859 2.309  -0.17
S 1.494 -0.018 -0.865  0.30
I 2.448 -0.196 2.160  0.32
I 1.034 -2.456 -1.135  0.33
H -1.779 1.085 0.114  0.12
H -1.421 0.482 -1.445  0.05
H -1.158 -0.743 -0.356  0.02

Its HOMO energy (spin up / spin down) is -8.437 / -8.437 eV. Its orbital gap (spin up / spin down) is 6.47 / 6.47 eV. The total charge is 0. As for the total energy: -1486.32571 Ha.

[3]
This record from the Open Molecules 2025 dataset describes the molecule C4H12N2O at a distorted geometry. The level of theory is ωB97M-V/def2-TZVPD.

Last column: Löwdin charge in e.
Cartesian coordinates (Å):
N 1.970 -1.585 0.070  -0.04
C 0.496 -1.878 0.131  -0.28
C -0.341 -0.789 -0.583  -0.17
C -0.153 0.522 0.142  -0.39
N -0.884 0.536 1.422  0.05
C -0.590 1.763 -0.694  -0.21
O -0.544 3.082 -0.074  -0.06
H 2.275 -1.939 -0.869  0.07
H 2.506 -2.194 0.761  0.09
H 0.222 -1.808 1.188  0.09
H 0.342 -2.891 -0.319  0.11
H -1.450 -1.002 -0.642  0.14
H 0.006 -0.735 -1.629  0.11
H 0.878 0.822 0.395  0.13
H -0.735 1.220 2.156  0.08
H -1.210 -0.292 1.766  0.01
H -1.626 1.656 -1.031  0.11
H -0.084 1.861 -1.620  0.10
H -1.077 3.653 -0.570  0.04

The SMILES is NCC[C@H](N)CO. Its HOMO energy is -8.486 eV. Its orbital gap is 9.52 eV. The total charge is 0. As for the total energy: -344.30852 Ha.

[4]
This record from the Open Molecules 2025 dataset describes the molecule C13H10ClF3N2O2S at a distorted geometry. The level of theory is ωB97M-V/def2-TZVPD.

Last column: Löwdin charge in e.
Cartesian coordinates (Å):
C -0.509 2.222 1.388  -0.03
C -1.020 0.819 1.428  -0.24
C -2.284 0.511 0.930  -0.03
C -2.780 -0.779 0.971  -0.06
C -2.032 -1.800 1.536  -0.06
C -0.772 -1.518 2.032  -0.09
C -0.278 -0.230 1.957  -0.25
S 1.401 0.020 2.530  0.68
O 1.531 1.168 3.374  -0.29
O 1.952 -1.209 2.995  -0.32
N 2.200 0.515 1.077  -0.02
C 1.722 0.231 -0.175  -0.40
N 1.536 1.269 -0.987  0.13
C 1.056 1.087 -2.201  -0.06
C 0.706 -0.167 -2.681  -0.09
C 0.080 -0.333 -4.034  -0.59
F 0.415 -1.489 -4.622  0.15
F -1.268 -0.327 -3.962  0.14
F 0.412 0.647 -4.884  0.14
C 0.920 -1.276 -1.865  0.00
C 1.453 -1.085 -0.605  -0.55
Cl 1.820 -2.430 0.390  0.82
H 0.102 2.429 2.263  0.07
H 0.101 2.379 0.497  0.07
H -1.340 2.923 1.354  0.09
H -2.884 1.302 0.505  0.12
H -3.761 -0.987 0.570  0.11
H -2.423 -2.804 1.587  0.11
H -0.156 -2.280 2.482  0.10
H 2.459 1.489 1.166  0.12
H 0.943 1.978 -2.802  0.13
H 0.699 -2.273 -2.215  0.13

The SMILES is Cc1ccccc1S(=O)(=O)Nc1ncc(C(F)(F)F)cc1Cl. Its HOMO energy is -9.507 eV. Its orbital gap is 9.63 eV. The total charge is 0. As for the total energy: -1919.37802 Ha.

[5]
This record from the Open Molecules 2025 dataset describes the molecule C5H4N2O3 at a distorted geometry. The level of theory is ωB97M-V/def2-TZVPD.

Last column: Löwdin charge in e.
Cartesian coordinates (Å):
C -1.248 2.025 0.051  -0.09
C -0.618 1.883 1.210  -0.01
C -0.630 -1.048 -1.612  -0.05
C 1.227 -1.498 -0.135  -0.28
C 0.190 -2.006 -1.199  -0.04
N -0.565 0.039 -0.978  0.04
N -0.230 1.717 2.295  -0.06
O 0.956 -0.194 0.103  -0.11
O 0.182 1.585 3.411  0.07
O -1.169 1.214 -1.006  0.03
H -1.557 3.018 -0.386  0.15
H 1.015 -2.149 0.750  0.14
H 2.073 -1.649 -0.726  0.10
H 0.375 -2.939 -1.780  0.11

Its HOMO energy (spin up / spin down) is -8.287 / -8.740 eV. Its orbital gap (spin up / spin down) is 6.95 / 7.65 eV. The total charge is 0. As for the total energy: -527.73920 Ha.

[6]
This record from the Open Molecules 2025 dataset describes the molecule C4H9BO at a distorted geometry. The level of theory is ωB97M-V/def2-TZVPD.

Last column: Löwdin charge in e.
Cartesian coordinates (Å):
B 0.349 0.037 -0.382  -0.85
C 0.863 -0.243 -1.720  0.01
C -1.195 -0.352 -0.949  -0.02
C 0.472 1.515 0.197  -0.02
C 0.921 -1.114 0.571  -0.03
O 1.067 -0.617 -2.788  0.25
H -1.529 0.135 -0.062  0.04
H -1.637 -1.405 -1.098  0.10
H -1.752 0.297 -1.799  0.12
H 1.159 1.383 0.968  0.03
H -0.461 1.897 0.571  0.05
H 0.817 2.420 -0.490  0.11
H 1.969 -0.864 0.958  0.09
H 0.295 -1.474 1.341  0.04
H 1.015 -2.079 -0.104  0.10

Its HOMO energy is -10.413 eV. Its orbital gap is 11.00 eV. The total charge is 0. As for the total energy: -257.84434 Ha.

[7]
This record from the Open Molecules 2025 dataset describes the molecule C9H12F2N2 at a distorted geometry. The level of theory is ωB97M-V/def2-TZVPD.

Last column: Löwdin charge in e.
Cartesian coordinates (Å):
C -4.286 -0.037 0.758  0.14
C -3.425 -0.428 0.025  -0.06
C -2.108 -0.452 -0.642  -0.30
F -2.023 0.474 -1.645  0.01
C -1.154 -0.125 0.517  -0.34
C 0.249 -0.773 0.638  -0.27
F 0.277 -2.069 0.258  0.03
C 1.365 -0.038 -0.199  -0.49
C 2.619 -0.751 0.228  -0.06
C 1.593 1.448 0.376  -0.04
C 0.852 0.149 -1.590  -0.04
N -1.814 0.179 1.765  0.14
N -1.306 1.124 1.245  0.19
H -5.215 0.262 1.179  0.04
H -1.954 -1.410 -1.149  0.15
H 0.481 -0.824 1.716  0.15
H 2.953 -1.565 -0.396  0.08
H 2.598 -1.045 1.253  0.08
H 3.404 0.032 0.152  0.09
H 2.104 1.341 1.305  0.07
H 2.052 1.987 -0.452  0.09
H 0.711 2.012 0.591  0.05
H 0.013 -0.656 -1.850  0.12
H 1.590 0.021 -2.315  0.06
H 0.423 1.144 -1.769  0.09

The SMILES is C#C[C@@H](F)C1([C@@H](F)C(C)(C)C)N=N1. Its HOMO energy is -10.200 eV. Its orbital gap is 10.85 eV. The total charge is 0. As for the total energy: -659.18478 Ha.

[8]
This record from the Open Molecules 2025 dataset describes the molecule C6H10N2O at a distorted geometry. The level of theory is ωB97M-V/def2-TZVPD.

Last column: Löwdin charge in e.
Cartesian coordinates (Å):
C -0.393 -0.766 1.444  -0.06
C -0.950 -0.346 -1.220  -0.04
C 0.962 0.869 -0.007  -0.39
C -0.454 0.475 0.338  -0.55
C -0.387 -1.891 0.596  -0.09
C 1.401 2.124 -0.011  0.07
O 1.748 -0.223 -0.302  0.01
N -1.362 1.362 0.716  0.01
N -0.333 -3.012 0.190  0.26
H 2.668 0.055 -0.386  0.11
H -1.622 1.977 -0.055  0.02
H -0.348 -3.291 -0.788  0.12
H -1.328 -0.675 1.992  0.13
H 0.463 -0.728 2.120  0.14
H -0.971 0.556 -1.830  0.06
H -1.969 -0.719 -1.109  0.06
H -0.294 -1.060 -1.719  0.03
H 0.738 2.925 0.274  0.06
H 2.430 2.369 -0.243  0.06

Its HOMO energy (spin up / spin down) is -6.797 / -6.794 eV. Its orbital gap (spin up / spin down) is 6.44 / 6.44 eV. The total charge is 0. As for the total energy: -419.17021 Ha.